Molecular formula: CH4N2S
Method: DFT, ωB97M-V/def2-TZVPD

Properties
LUMO energy: -0.175 eV
F_max: 7.1 eV Å⁻¹
E_HOMO: -8.0 eV

Atoms and positions in Å:
C1 -0.28 -0.22 1.78
N1 0.40 0.16 -0.84
N2 0.57 0.85 0.35
S1 -0.17 0.15 3.32
H1 -0.70 -1.06 1.46
H2 -0.47 -0.08 -1.29
H3 1.06 -0.61 -0.74
H4 0.19 1.77 0.40

=====

Molecular formula: CH4N2S2
Method: DFT, ωB97M-V/def2-TZVPD

Properties
LUMO energy (spin up / spin down): -1.114 / -0.384 eV
F_max: 4.5 eV Å⁻¹
E_HOMO (spin up / spin down): -7.9 / -8.0 eV

Atoms and positions in Å:
C1 -1.13 -0.61 0.45
N1 -0.47 -0.20 -0.79
N2 -0.66 -1.44 -0.62
S1 1.56 0.95 -0.39
S2 2.78 -0.27 0.54
H1 -0.41 -0.37 1.22
H2 -2.15 -0.23 0.66
H3 -0.69 0.47 -1.66
H4 1.16 1.72 0.58

=====

Molecular formula: CH4N2Si
Method: DFT, ωB97M-V/def2-TZVPD

Properties
SMILES string: C=NN=[SiH2]
LUMO energy: -0.211 eV
F_max: 4.6 eV Å⁻¹
E_HOMO: -8.6 eV

Atoms and positions in Å:
C1 -1.89 0.01 0.04
N1 -0.82 0.60 0.04
N2 0.32 -0.16 -0.10
Si1 1.86 0.07 0.09
H1 -2.86 0.47 -0.08
H2 -2.04 -1.07 -0.16
H3 2.56 -0.97 -0.77
H4 2.88 1.04 0.95